Density functional theory data (ωB97M-V with the def2-TZVPD basis set) for C22H31N2O5Sn as an isolated structure.

XYZ file:
```
61
Properties=species:S:1:pos:R:3:forces:R:3
Sn 0.13219 0.18722 -0.64151 -0.7 -0.3 -0.4
C 3.96719 -0.40008 -0.76821 0.0 -0.3 0.4
C 3.33809 -1.01508 0.47369 0.0 0.1 -0.4
O 2.69809 0.03952 1.15419 0.1 0.2 0.0
C 2.08549 -0.32928 2.36459 -0.2 0.2 0.2
C 1.32579 0.88302 2.88039 0.4 -0.3 0.0
O 0.24629 1.13892 2.00639 -0.3 0.0 -0.3
C -0.48471 2.29862 2.32769 -0.2 0.3 -0.1
C -1.61441 2.46002 1.30929 0.0 -0.2 0.7
O -1.20981 2.40772 -0.03901 0.3 -0.6 -0.3
C -0.69021 3.59362 -0.60391 0.5 0.4 -0.4
C 0.81809 3.73742 -0.41421 -0.4 0.2 0.2
O 1.39769 2.57252 -0.94641 -0.4 -0.3 -0.2
C 2.81039 2.55312 -0.98451 0.5 -0.3 -0.3
C 3.21849 1.49402 -2.00961 0.0 0.5 0.2
O 2.95279 0.18402 -1.56701 -0.1 -0.2 -0.1
H 4.48529 -1.16728 -1.35211 0.0 0.0 0.1
H 4.69169 0.35552 -0.44851 0.0 0.0 -0.1
H 4.11179 -1.47568 1.09909 0.0 0.0 0.0
H 2.60549 -1.78608 0.18229 0.1 0.0 0.1
H 2.83959 -0.64498 3.09839 -0.1 0.0 0.0
H 1.37739 -1.15308 2.19859 0.0 -0.1 0.1
H 2.00159 1.74802 2.90509 -0.1 0.0 0.1
H 0.94869 0.68662 3.88929 0.1 0.0 0.0
H 0.17899 3.17412 2.33159 -0.1 -0.1 0.1
H -0.92781 2.20602 3.32719 0.0 0.1 0.0
H -2.14441 3.39742 1.51439 0.0 -0.1 -0.1
H -2.30161 1.61892 1.41249 -0.1 0.1 0.1
H -1.21311 4.47302 -0.20941 0.0 -0.1 -0.1
H -0.87901 3.49682 -1.67791 -0.1 0.2 0.1
H 1.09089 3.86282 0.64019 0.0 0.0 -0.1
H 1.16719 4.62422 -0.95811 -0.1 0.0 0.0
H 3.20999 2.30542 0.00779 0.0 0.1 -0.1
H 3.18539 3.53312 -1.30421 0.0 -0.1 0.0
H 4.27349 1.61462 -2.27211 0.0 0.0 0.0
H 2.60789 1.63312 -2.90221 0.1 0.1 -0.1
C -2.72101 -1.29658 0.82139 -0.1 -0.1 0.4
N -2.04571 -0.82258 -0.37221 0.2 0.4 -0.5
C -2.63901 -0.98728 -1.51371 0.0 0.0 0.5
C -2.05511 -0.53398 -2.70381 0.1 0.2 -0.7
C -2.48071 -0.62048 -4.03331 0.0 -0.1 0.5
C -1.48801 -0.03238 -4.80651 0.1 0.1 -0.1
C -0.50651 0.40202 -3.92851 0.2 0.1 -0.1
N -0.83121 0.10672 -2.65931 0.1 0.1 0.8
C -2.43851 -2.74548 1.14309 0.0 0.0 0.0
C -1.14281 -3.23468 1.06509 0.1 0.2 -0.1
C -0.86631 -4.55008 1.38669 0.1 0.0 0.0
C -1.88651 -5.39078 1.80109 0.0 -0.1 0.0
C -3.18031 -4.90868 1.88609 0.0 -0.1 0.0
C -3.45641 -3.59308 1.55709 0.1 0.2 -0.1
H -3.80451 -1.15938 0.72339 0.1 0.1 0.1
H -2.36521 -0.69158 1.66479 -0.2 0.0 -0.1
H -3.61061 -1.47578 -1.57121 -0.1 0.0 0.1
H -3.39471 -1.06068 -4.38371 -0.2 -0.1 0.0
H -1.47411 0.06682 -5.87301 0.0 0.1 -0.2
H 0.41489 0.91142 -4.14611 0.1 0.1 -0.1
H -0.35051 -2.56338 0.73289 0.0 -0.2 0.1
H 0.14289 -4.92758 1.31409 0.1 0.0 0.0
H -1.67581 -6.42068 2.04919 0.0 -0.1 0.0
H -3.97881 -5.56018 2.19949 -0.1 -0.1 0.1
H -4.46611 -3.21978 1.62359 -0.2 0.0 0.0
```
Positions in Å, forces in eV/Å.

Values from the calculation:
net charge: +1

Density functional theory data (ωB97M-V with the def2-TZVPD basis set) for C20H58AlO11S as an isolated structure.

XYZ file:
```
91
Properties=species:S:1:pos:R:3:forces:R:3
C 0.17894 -2.46274 2.47278 0.3 0.5 -0.4
C 0.93184 -1.91364 1.70251 0.0 0.0 0.2
C 1.79502 -1.20568 0.77278 -0.1 -0.4 0.2
Al 0.68732 0.19375 -0.18957 -0.4 0.3 -0.4
C -0.79075 -0.67913 -1.26809 0.6 -0.1 0.3
C -0.35196 -2.00673 -1.90566 -0.2 0.0 0.0
C 0.47437 -1.74172 -3.15865 0.1 -0.2 0.2
S 1.51888 -3.14561 -3.67694 0.0 -0.2 -0.3
C -0.14671 1.44276 1.18524 0.3 -0.1 0.0
O 0.77551 2.32316 1.89552 -0.1 0.2 0.3
C 1.38223 3.27828 1.05515 -0.4 -0.3 -0.1
C 2.86168 3.02952 0.85639 -0.1 -0.2 0.1
O 3.62783 3.76217 1.81341 0.1 0.2 0.0
C 4.96767 3.97547 1.42109 0.2 0.0 0.2
C 5.77579 2.71390 1.15693 0.2 0.1 -0.1
H -0.51760 -2.84189 3.16443 -0.2 -0.1 0.2
H 2.21559 -1.93222 0.07127 0.0 0.1 -0.1
H 2.63444 -0.77132 1.32182 0.0 0.1 0.0
H 1.60046 1.07610 -1.23454 0.2 0.0 0.1
H -1.09459 0.01589 -2.05764 -0.2 0.0 0.0
H -1.64070 -0.84532 -0.60074 -0.2 0.0 -0.1
H 0.26143 -2.58348 -1.20681 0.0 0.0 0.1
H -1.20726 -2.63409 -2.16774 0.0 -0.1 -0.1
H -0.17723 -1.54501 -4.00810 0.0 0.2 0.0
H 1.13092 -0.89134 -2.98681 0.0 0.1 -0.1
H 1.50101 -3.85514 -2.54632 0.0 0.1 0.2
H -0.59904 0.84890 1.98521 -0.2 0.0 0.0
H -0.94507 2.06484 0.74575 -0.1 -0.1 0.0
H 0.90677 3.20501 0.07340 0.0 0.3 -0.1
H 1.19716 4.26571 1.48534 0.2 0.2 -0.1
H 3.16530 3.28015 -0.16542 0.0 0.2 0.0
H 3.03017 1.95945 0.99123 0.0 -0.1 -0.1
H 5.01593 4.65275 0.55976 -0.2 -0.1 -0.2
H 5.43045 4.50692 2.25535 0.0 0.1 0.0
H 5.23457 1.98677 0.55699 -0.1 0.0 0.0
H 6.67266 2.98375 0.59656 0.1 0.0 0.0
H 6.10745 2.24871 2.08301 -0.2 -0.1 0.1
C 0.71607 -2.73918 6.14002 0.0 0.0 -0.1
O 0.16598 -3.76529 5.32458 -0.2 -0.2 0.1
H 0.32499 -1.79670 5.76611 0.0 0.0 0.0
H 0.42409 -2.85804 7.18752 0.0 0.0 0.0
H 1.80559 -2.71497 6.06758 0.0 0.0 0.0
H 0.50380 -4.61492 5.61930 0.1 0.0 0.0
C -1.91599 -6.31568 3.55759 0.1 0.1 0.0
O -1.02203 -5.47432 2.85728 -0.1 -0.2 0.1
H -2.19779 -7.12128 2.88179 0.0 0.0 0.0
H -1.45540 -6.75793 4.44884 0.0 0.0 0.0
H -2.82437 -5.78590 3.86278 0.0 0.0 0.0
H -0.76056 -4.75455 3.44178 0.1 0.0 -0.1
C -2.69060 4.57963 0.42837 0.1 0.0 0.0
O -1.80419 4.70177 1.53438 -0.2 -0.1 0.1
H -3.21239 5.53028 0.32745 0.0 0.0 0.0
H -2.14832 4.37292 -0.49724 0.0 0.0 0.0
H -3.42488 3.78484 0.58252 0.0 0.0 0.0
H -1.33404 3.86021 1.62017 0.1 0.1 0.1
C 3.30556 -2.58494 -6.91606 -0.1 0.1 -0.2
O 2.10065 -2.12937 -7.52523 0.1 0.0 0.0
H 3.21497 -2.41488 -5.84795 0.0 0.0 0.0
H 3.45597 -3.65492 -7.08520 0.0 0.0 0.0
H 4.17023 -2.03128 -7.29508 0.0 0.0 0.0
H 2.16908 -2.28077 -8.47061 0.0 0.0 0.0
C 3.25078 7.66383 2.57646 0.0 -0.1 -0.1
O 3.04967 6.72601 1.53787 0.2 0.1 0.1
H 2.93475 8.63626 2.20190 0.0 0.0 0.0
H 2.65406 7.42456 3.46237 0.0 0.0 0.0
H 4.30440 7.73282 2.86956 0.0 0.0 0.0
H 3.32560 5.85744 1.85876 -0.2 -0.2 -0.1
C -2.98423 -3.97919 -4.82681 0.0 0.2 0.2
O -3.17526 -2.88325 -3.93695 -0.1 -0.1 0.0
H -2.76158 -4.84628 -4.20784 0.0 0.0 0.0
H -3.87965 -4.18079 -5.41697 0.0 0.0 0.0
H -2.14468 -3.80707 -5.50294 0.0 -0.1 0.0
H -3.36151 -2.10008 -4.46029 0.0 0.0 0.0
C -4.15703 1.25230 2.07843 0.1 -0.1 0.0
O -3.52545 0.68765 0.94404 -0.2 0.1 0.0
H -4.53583 2.22948 1.78501 0.0 0.0 0.0
H -5.00096 0.64561 2.42391 0.0 0.0 0.0
H -3.45597 1.38772 2.90803 0.0 0.0 0.0
H -3.16587 -0.17070 1.18686 0.1 0.0 -0.1
C -3.59565 -6.64388 -7.55785 0.0 0.1 0.0
O -3.25698 -5.26627 -7.62338 0.0 -0.1 -0.1
H -3.27129 -7.00217 -6.58374 0.0 0.0 0.0
H -4.67439 -6.80187 -7.64693 0.0 0.0 0.0
H -3.08581 -7.22518 -8.33135 0.0 0.0 0.0
H -3.53448 -4.92764 -8.47833 0.0 0.0 0.0
C -2.67992 4.91375 4.92962 -0.1 0.0 -0.2
O -3.78793 5.20211 4.08782 0.0 0.0 0.0
H -3.03455 4.95679 5.95806 0.0 0.0 0.0
H -2.28425 3.91487 4.72956 0.1 0.0 0.1
H -1.88416 5.65040 4.79379 0.1 -0.1 0.1
H -3.45874 5.15913 3.18178 0.1 0.0 0.0
```
Positions in Å, forces in eV/Å.

Values from the calculation:
net charge: -1

no.,LUMO (eV),F_max (eV/A)
1,-2.80,0.87
2,2.12,0.75